C19H43P2PdSSi4Te as an isolated structure. Source: OMol25; level of theory: ωB97M-V/def2-TZVPD.

Geometry as XYZ:
```
71
Properties=species:S:1:pos:R:3:mulliken_charge:R:1
Pd -1.02 -2.41 0.44 -1.2106
C 1.92 -2.55 -1.27 -1.0832
P 0.35 -3.49 -1.10 1.5305
C 0.23 -4.14 -2.82 -1.4350
C 0.98 -4.99 -0.20 0.0679
C 1.71 -5.99 -0.83 -0.4680
C 2.18 -7.10 -0.14 -0.7306
C 1.92 -7.21 1.22 -0.7903
C 1.21 -6.22 1.86 -0.3560
C 0.72 -5.10 1.18 -0.0634
P -0.21 -3.74 2.02 1.4839
C 1.18 -3.03 3.02 -1.2243
C -1.07 -4.67 3.36 -1.4540
H 2.73 -3.16 -1.69 0.4733
H 2.22 -2.18 -0.29 0.2186
H 1.75 -1.68 -1.91 0.2404
H 1.17 -4.51 -3.24 0.3641
H -0.12 -3.31 -3.44 0.3532
H -0.52 -4.93 -2.85 0.4019
H 1.92 -5.91 -1.89 0.1833
H 2.73 -7.87 -0.66 0.3778
H 2.28 -8.07 1.77 0.3711
H 1.02 -6.32 2.93 0.2021
H 1.71 -3.80 3.59 0.4095
H 0.78 -2.27 3.69 0.3727
H 1.87 -2.54 2.33 0.2454
H -0.41 -5.22 4.03 0.3905
H -1.79 -5.35 2.91 0.3762
H -1.63 -3.93 3.94 0.3750
C -2.70 5.19 -0.17 -1.1004
Si -2.79 3.32 0.03 0.4536
C -3.61 2.91 1.66 -0.9979
C -3.82 2.70 -1.40 -0.9602
Si -0.59 2.52 0.00 0.1781
Te -0.38 0.28 1.10 -0.0757
Si 0.84 4.00 1.07 0.3553
C 1.30 5.47 -0.02 -1.0446
C 2.42 3.10 1.55 -1.0398
C 0.07 4.64 2.66 -1.0927
Si 0.16 2.06 -2.17 0.2873
C 2.01 1.69 -2.11 -1.0216
C -0.08 3.50 -3.36 -1.0031
C -0.74 0.54 -2.78 -0.4216
H -3.71 5.62 -0.22 0.3723
H -2.18 5.45 -1.10 0.2606
H -2.17 5.68 0.65 0.2178
H -4.67 3.21 1.66 0.3421
H -3.11 3.43 2.48 0.2806
H -3.55 1.84 1.84 0.2766
H -4.84 3.07 -1.32 0.3923
H -3.84 1.60 -1.43 0.2167
H -3.40 3.06 -2.35 0.2543
H 1.87 5.13 -0.90 0.2506
H 1.92 6.17 0.54 0.3692
H 0.42 5.99 -0.38 0.3030
H 2.99 2.80 0.67 0.2448
H 2.18 2.20 2.12 0.2799
H 3.05 3.74 2.17 0.3539
H -0.77 5.31 2.49 0.2768
H 0.81 5.17 3.27 0.3773
H -0.30 3.79 3.24 0.2790
H 2.59 2.59 -1.91 0.2590
H 2.35 1.27 -3.06 0.3963
H 2.22 0.97 -1.31 0.2196
H 0.41 4.40 -2.96 0.2560
H -1.14 3.73 -3.49 0.2514
H 0.35 3.30 -4.35 0.3654
H -0.68 -0.26 -2.03 -0.2516
H -0.32 0.18 -3.73 0.3422
H -1.80 0.75 -2.92 0.2766
S -2.58 -0.44 0.32 -0.6012
```

Calculated values
* DFT total energy: -3384.75926 Eh
* net charge: -1
* Kohn-Sham gap: 0.2047 Ha
* energy above the lowest of the compared OMol25 structures with the same formula, charge and spin: 0.0 kcal per mole
* LUMO energy: 2.7 eV